Entry 1:
2 unconnected molecules or ions with the total composition C3H13N2O. Source: the OMol25 dataset; level of theory: ωB97M-V/def2-TZVPD.

Geometry as XYZ:
```
19
Properties=species:S:1:pos:R:3:forces:R:3:mulliken_charge:R:1
C 0.5816 -0.5929 -1.3006 2.04 -2.12 -0.24 -0.491
N 1.8901 -0.9433 -0.6350 -0.14 -0.08 -0.84 -0.665
C -0.4442 -0.2095 -0.2897 -1.26 1.45 -1.65 -0.451
N -0.2034 -0.7620 1.0335 0.01 -1.09 2.25 -0.241
C -1.0778 -0.1336 2.0929 0.61 -2.03 1.15 -0.961
H 0.8222 0.0439 -2.1524 -0.97 0.54 0.28 0.370
H 0.1985 -1.5608 -1.7072 0.63 0.63 -0.02 0.346
H 2.3707 -1.4819 -1.3577 0.01 -0.36 0.52 0.284
H 2.5222 -0.1458 -0.5680 -0.48 0.31 0.16 0.212
H -0.6663 0.8658 -0.2688 0.86 -0.24 0.84 0.275
H -1.3897 -0.5811 -0.7052 -0.04 -0.37 0.76 0.302
H 0.7519 -0.7829 1.4290 0.32 1.31 -1.14 0.435
H -0.2434 -1.7982 1.0868 -1.08 0.41 -0.68 0.400
H -2.1151 -0.1551 1.8333 -0.39 0.69 -0.64 0.371
H -1.0434 -0.8095 2.9488 0.11 -0.20 0.03 0.412
H -0.6242 0.7500 2.4950 -0.16 0.89 -0.59 0.364
H -0.4691 3.3901 -0.8998 0.68 0.45 0.17 0.320
H -0.8341 2.2506 -1.6877 0.26 -0.28 -0.63 0.356
O -0.0264 2.6562 -1.3473 -1.01 0.11 0.27 -0.638
```
Positions in Å, forces in eV/Å.

As for the charge: +1. The energy relative to the best compared isomer or geometry (same formula, charge and spin) is 42.2 kcal per mole. The highest occupied orbital energy is -14.11 eV. The HOMO-LUMO gap is 10.9 eV. The total energy is -8342.1506 eV. The value obtained for the largest force on an atom is 3.0 eV/Å.

***

Entry 2:
2 unconnected molecules or ions with the total composition C5H7NO2. Source: the OMol25 dataset; level of theory: ωB97M-V/def2-TZVPD.

Geometry as XYZ:
```
15
Properties=species:S:1:pos:R:3:forces:R:3:mulliken_charge:R:1
C 2.0596 0.6789 -0.0125 2.81 2.89 0.09 -0.713
O 1.6074 1.1829 1.2201 -0.91 0.19 1.09 -0.309
C 0.9926 0.2805 1.9365 0.12 0.09 -0.30 0.232
N 0.5755 -0.8103 2.0590 0.56 2.65 0.09 0.529
O -0.1512 -1.6563 2.4496 -1.06 -2.71 0.82 -0.647
H 2.5736 -0.2134 0.2136 0.65 -1.13 -0.55 0.371
H 2.7047 1.5286 -0.3509 0.44 -1.07 0.36 0.240
H 1.4060 0.7101 -0.8041 -2.49 -0.93 -1.28 0.276
C -1.0370 -1.6442 -0.2469 0.19 -1.20 0.81 0.013
C -1.4619 -0.6605 -0.7572 0.37 -0.50 -0.42 -0.153
C -2.0158 0.4646 -1.3877 -1.71 2.40 -1.16 -1.281
H -0.7802 -2.4730 0.3750 0.11 0.07 -0.27 0.531
H -3.1376 0.3694 -1.5687 1.49 0.23 0.33 0.270
H -1.7818 1.3669 -0.8373 -0.66 0.22 1.09 0.312
H -1.5539 0.8758 -2.2884 0.09 -1.21 -0.68 0.329
```
Positions in Å, forces in eV/Å.

As for the charge: 0. The energy relative to the best compared isomer or geometry (same formula, charge and spin) is 166.0 kcal per mole. The highest occupied orbital energy is -8.99 eV. The HOMO-LUMO gap is 9.4 eV. The total energy is -10876.4191 eV. Its structure (SMILES) is COC#[N+][O-].C#CC. The value obtained for the largest force on an atom is 4.0 eV/Å.

***

Entry 3:
A molecular structure, C36H56CuN3OP2. Source: the OMol25 dataset; level of theory: ωB97M-V/def2-TZVPD.

Geometry as XYZ:
```
99
Properties=species:S:1:pos:R:3:forces:R:3:lowdin_spin:R:1
C -2.4432 1.1649 -1.6069 -1.20 0.23 -0.75 0.009
C -2.3153 -1.1744 -1.4373 1.36 -1.71 0.46 0.007
C -3.6006 1.0769 -2.3848 1.01 1.42 0.65 0.004
C -3.5511 -1.2967 -2.1322 -1.02 0.86 -0.61 0.004
C -4.1864 -0.1680 -2.6087 0.25 -1.54 0.24 -0.001
H -4.0268 1.9963 -2.7788 -0.02 -0.22 0.04 0.001
H -3.9435 -2.3021 -2.2835 0.03 0.36 -0.03 0.001
H -5.1198 -0.2374 -3.1627 0.16 -0.05 0.11 0.000
N -1.8594 0.0808 -1.0955 0.50 0.12 0.35 0.112
P -1.0759 2.9663 0.1853 -1.64 0.48 0.42 0.042
P -0.1519 -2.6022 -0.1663 -0.69 -0.47 0.31 0.019
C -1.8139 2.5538 -1.4338 0.13 -0.53 -0.56 0.002
H -1.0525 2.6948 -2.2194 -0.21 -0.18 0.38 0.000
H -2.5907 3.3018 -1.6513 0.29 -0.21 0.24 0.000
C -1.5531 -2.3406 -1.1882 -2.14 0.43 0.48 0.000
H -2.0971 -3.2662 -1.4236 0.06 0.39 -0.14 0.000
C 0.6768 -3.9577 -1.3350 -0.15 0.30 0.89 0.002
C -0.7389 -3.3377 1.5614 0.28 -0.28 -1.09 0.004
C 0.6230 3.6972 -0.0437 0.62 0.03 0.05 -0.001
C -2.3867 3.9635 1.0270 0.08 0.85 -0.09 0.016
C 2.1864 -3.7361 -1.2083 0.13 -0.31 -0.13 0.001
H 2.5366 -3.8837 -0.1768 -0.09 0.07 -0.23 0.000
H 2.7122 -4.4597 -1.8506 0.02 0.16 0.13 0.000
H 2.4648 -2.7232 -1.5272 -0.04 -0.23 0.16 0.000
C 0.3027 -5.3931 -0.9636 0.22 -0.26 -0.20 0.001
H 0.6653 -5.6956 0.0254 -0.15 0.08 -0.19 0.000
H -0.7794 -5.5625 -1.0356 0.30 0.07 0.05 0.000
H 0.7719 -6.0656 -1.6993 -0.04 0.09 0.16 0.000
C 0.2350 -3.7603 -2.7906 0.06 0.14 -0.06 0.000
H 0.8519 -4.3964 -3.4423 -0.03 0.03 0.17 0.000
H -0.8136 -4.0335 -2.9515 0.31 0.08 0.05 0.000
H 0.3610 -2.7228 -3.1158 -0.19 -0.34 -0.01 0.000
C 0.5352 -3.7637 2.3072 -0.18 -0.13 0.03 0.000
H 1.2143 -2.9115 2.4492 -0.13 -0.24 -0.05 0.000
H 0.2477 -4.1451 3.2975 0.16 0.05 -0.11 0.000
H 1.0791 -4.5639 1.7852 -0.12 0.23 0.15 0.000
C -1.4642 -2.2571 2.3728 0.17 0.04 -0.21 0.000
H -0.8191 -1.4071 2.6131 -0.11 -0.06 -0.06 0.000
H -2.3541 -1.8867 1.8504 0.14 -0.02 0.02 0.000
H -1.7958 -2.7083 3.3216 0.08 0.13 -0.21 0.000
C -1.7161 -4.5024 1.3985 -0.01 -0.23 0.37 0.001
H -1.2989 -5.3561 0.8614 -0.13 0.24 0.18 0.000
H -1.9785 -4.8580 2.4070 -0.11 0.01 -0.19 0.000
H -2.6416 -4.1817 0.9027 0.22 -0.05 0.06 0.000
C -1.9147 4.3307 2.4426 -0.02 0.04 0.17 0.000
H -2.7085 4.9309 2.9121 0.24 -0.17 -0.05 0.000
H -1.7457 3.4417 3.0608 -0.03 0.15 -0.14 0.000
H -1.0023 4.9415 2.4319 -0.24 -0.15 0.04 0.000
C -3.6553 3.0925 1.1055 0.02 -0.17 -0.04 0.000
H -4.0639 2.8664 0.1126 0.09 0.00 0.19 0.000
H -3.4788 2.1547 1.6413 -0.08 0.17 -0.10 0.000
H -4.4208 3.6587 1.6556 0.22 -0.10 -0.13 0.000
C -2.7322 5.2553 0.2604 -0.02 0.15 0.10 0.005
H -3.5675 5.7391 0.7862 0.16 -0.09 -0.16 0.001
H -1.9001 5.9668 0.2417 -0.24 -0.15 0.02 0.000
H -3.0581 5.0671 -0.7695 0.04 0.06 0.22 0.000
C 1.2077 3.2830 -1.4107 -0.06 -0.10 -0.13 0.000
H 0.6954 3.7797 -2.2458 0.14 -0.13 0.19 0.000
H 2.2647 3.5880 -1.4489 -0.30 -0.03 0.11 0.000
H 1.1741 2.1948 -1.5661 -0.03 0.25 0.06 0.000
C 1.5683 3.1544 1.0489 0.03 0.00 0.14 0.002
H 1.7021 2.0681 0.9740 -0.05 0.27 0.01 0.001
H 2.5545 3.6273 0.9095 -0.34 -0.14 0.08 0.000
H 1.2175 3.3974 2.0604 0.04 -0.04 -0.17 0.000
C 0.6042 5.2369 0.0277 -0.05 0.08 0.00 0.000
H -0.0287 5.6752 -0.7554 0.17 -0.09 0.22 0.000
H 0.2829 5.6059 1.0110 0.07 -0.08 -0.36 0.000
H 1.6321 5.5980 -0.1366 -0.30 -0.18 0.03 0.000
Cu -0.1214 -0.0123 -0.0027 -0.95 -0.14 0.56 0.497
C -0.9725 1.3722 1.1517 1.11 -2.05 0.69 0.151
O -1.3703 1.0846 2.2648 0.15 1.49 -1.32 0.053
N 0.7497 -0.4357 -1.6619 1.85 -0.94 -3.88 0.006
C 1.1888 -0.7952 -2.6861 0.85 2.66 1.70 -0.003
C 2.1824 -0.5647 -3.8470 -0.47 -0.76 -0.26 0.000
C 1.9561 -1.5732 -4.9635 -0.06 -0.42 -0.31 0.000
C 1.9536 0.8437 -4.3872 -0.38 0.49 0.17 0.000
C 3.6069 -0.6882 -3.3108 0.18 -0.04 0.61 0.000
H 2.0980 -2.5996 -4.6076 -0.05 0.20 -0.09 0.000
H 0.9432 -1.4799 -5.3709 0.16 -0.09 0.04 0.000
H 2.6704 -1.4058 -5.7809 -0.16 0.08 0.24 0.000
H 2.0482 1.5857 -3.5848 -0.01 -0.11 -0.20 0.000
H 2.6954 1.0877 -5.1600 -0.16 -0.24 0.20 0.000
H 0.9535 0.9288 -4.8294 0.19 0.05 0.08 0.000
H 4.3339 -0.5081 -4.1138 -0.32 -0.02 0.09 0.000
H 3.7794 0.0551 -2.5195 0.03 -0.23 -0.15 0.000
H 3.7950 -1.6892 -2.9045 0.00 0.24 -0.08 0.000
N 1.3541 -0.3632 1.3445 1.28 0.58 3.34 0.048
C 1.6960 -0.3262 2.4696 -0.99 0.13 -3.41 0.015
C 2.0554 -0.1984 3.8316 0.37 -0.10 1.23 0.002
C 1.3666 0.7178 4.6499 0.00 -0.06 -0.11 0.000
C 1.6739 0.8013 6.0062 0.06 -0.15 -0.19 0.000
C 2.6527 -0.0343 6.5552 0.00 0.02 -0.24 0.000
C 3.3644 -0.9183 5.7365 -0.11 0.07 -0.16 0.000
C 3.0729 -1.0033 4.3747 -0.11 0.06 0.05 0.000
H 0.5842 1.3402 4.2099 0.21 -0.21 0.17 0.000
H 1.1400 1.5158 6.6328 0.14 -0.25 -0.15 0.000
H 2.8628 0.0073 7.6258 -0.02 0.01 -0.36 0.000
H 4.1491 -1.5482 6.1565 -0.26 0.18 -0.10 0.000
H 3.6142 -1.6895 3.7196 -0.16 0.18 0.29 0.000
```
Positions in Å, forces in eV/Å.

As for the charge: +1. The highest occupied orbital energy (alpha / beta) is -8.35 / -8.33 eV. The HOMO-LUMO gap (alpha / beta) is 5.9 / 5.4 eV. The multiplicity is 2. As for the expectation value of S²: 0.7600. The total energy is -107967.9147 eV. The value obtained for the largest force on an atom is 4.4 eV/Å.

***

Entry 4:
C3H6N2OS2 in the gas phase. Source: the OMol25 dataset; level of theory: ωB97M-V/def2-TZVPD.

Geometry as XYZ:
```
14
Properties=species:S:1:pos:R:3:forces:R:3:mulliken_charge:R:1
H -0.6947 -0.2194 1.7859 -1.14 -0.15 0.01 0.380
N -1.7016 -0.4748 1.6954 1.53 0.32 1.11 -0.728
C -2.0310 -0.5863 0.5076 -0.77 -0.73 -1.73 0.635
N -3.2516 -1.1405 0.1186 0.66 0.20 1.21 -0.455
S -1.0882 -0.1555 -1.0195 -0.16 0.27 -0.51 -0.272
C 0.6189 -0.0022 -0.5141 -0.85 -1.28 1.83 0.573
O 0.9270 -0.3726 0.6032 0.41 0.77 -0.71 -0.586
S 1.7229 0.5676 -1.7333 0.81 0.72 0.18 -0.057
C 3.0620 1.1230 -0.5692 -0.32 0.35 1.12 -0.755
H -3.8549 -1.3748 0.9087 0.21 0.22 -0.67 0.241
H -3.6277 -1.0587 -0.8021 -0.05 0.12 -0.17 0.186
H 4.0092 1.2813 -1.1402 -0.95 -0.18 0.40 0.328
H 3.1822 0.3006 0.2096 -0.05 1.22 -1.07 0.252
H 2.7275 2.1122 -0.0504 0.66 -1.85 -0.99 0.258
```
Positions in Å, forces in eV/Å.

As for the charge: 0. The energy relative to the best compared isomer or geometry (same formula, charge and spin) is 26.6 kcal per mole. The highest occupied orbital energy is -9.48 eV. The HOMO-LUMO gap is 9.9 eV. The total energy is -29906.1691 eV. Its structure (SMILES) is [H]/N=C(/N)SC(=O)SC. The value obtained for the largest force on an atom is 2.4 eV/Å.

***

Entry 5:
A molecular structure, C14H14InN2O7Te. Source: the OMol25 dataset; level of theory: ωB97M-V/def2-TZVPD.

Geometry as XYZ:
```
39
Properties=species:S:1:pos:R:3:forces:R:3:mulliken_charge:R:1
In -0.7648 -0.3630 0.2187 -1.16 1.26 -0.26 1.391
O -2.6894 -5.2402 -2.8742 -0.30 0.79 0.12 -0.453
C -1.6365 -5.2182 -2.0235 -0.83 -0.85 -0.11 0.460
O -1.3127 -6.2108 -1.4373 0.33 0.85 -0.30 -0.483
C -0.9379 -3.8983 -1.9683 0.56 0.73 -0.28 0.355
C 0.1665 -3.4859 -2.7266 -0.79 -0.20 0.64 -0.346
N 0.3923 -2.1950 -2.4053 0.59 -0.66 0.30 -0.198
N -0.4465 -1.7778 -1.4655 -0.70 0.87 0.33 -0.234
C -1.3157 -2.7598 -1.2338 -0.48 -1.26 -0.50 0.153
C -2.6292 -2.4890 -0.4919 -1.27 -2.18 1.32 0.519
O -3.4060 -3.4280 -0.1980 2.28 2.40 -1.26 -0.600
O -2.7733 -1.2380 -0.2032 1.13 0.52 0.62 -0.692
H -3.0859 -4.3477 -3.0221 0.57 -0.89 0.13 0.389
H 0.7574 -4.0501 -3.4352 -0.03 0.29 -0.03 0.517
H 1.0618 -1.5482 -2.7798 0.34 -0.02 -0.08 0.194
O 2.9374 2.8757 0.3255 -0.88 0.03 -0.36 -0.673
C 2.0547 3.8511 -0.0030 0.23 0.09 0.18 0.486
C 2.4744 5.1963 0.1312 -0.82 -0.36 -0.40 -0.637
C 1.5485 6.2101 -0.1174 1.23 0.29 0.64 -0.217
C 0.2676 5.9177 -0.5214 -1.77 -0.69 -0.68 -0.677
C -0.1530 4.5880 -0.6818 -0.23 0.22 0.13 -0.317
C 0.7132 3.5203 -0.4094 0.63 -0.87 0.81 0.029
C 0.2604 2.0480 -0.2581 0.23 3.45 -0.46 1.206
O 1.1445 1.1804 0.0273 -1.54 -1.59 -0.01 -0.993
O -0.9841 1.7699 -0.3467 0.78 -1.47 0.32 -0.815
H 2.3933 2.0423 0.2123 1.17 0.48 0.26 0.495
H 3.4928 5.4477 0.4240 -0.28 -0.34 0.01 0.426
H 1.8614 7.2504 0.0869 -0.28 -0.65 -0.36 0.351
H -0.4878 6.6928 -0.7232 0.64 -0.29 0.17 0.357
H -1.1890 4.3761 -0.9758 0.49 0.10 0.14 0.399
C -0.5545 -2.9368 2.7833 -0.59 -0.16 0.01 -0.880
Te -0.9280 -0.8367 3.1265 0.52 -0.24 -1.21 0.398
C 1.1199 -0.3206 3.6153 -0.91 -0.31 0.08 -0.952
H 0.4821 -3.0690 2.5043 0.17 0.06 -0.05 0.362
H -1.2207 -3.2928 1.9773 0.24 0.19 0.46 0.245
H -0.7701 -3.4779 3.7105 0.02 0.18 -0.25 0.384
H 1.5027 -1.2285 4.0697 0.35 -0.03 -0.26 0.382
H 1.0511 0.4329 4.3867 0.11 0.35 -0.07 0.369
H 1.6027 0.0126 2.7020 0.24 -0.06 0.26 0.302
```
Positions in Å, forces in eV/Å.

As for the charge: +1. The highest occupied orbital energy is -11.08 eV. The HOMO-LUMO gap is 5.8 eV. The total energy is -44518.7529 eV. The value obtained for the largest force on an atom is 3.5 eV/Å.